# 1
The following is a DFT calculation (ωB97M-V with the def2-TZVPD basis set) of a 2-piece molecular cluster, C4H14N2O overall.

Each line ends with the Mulliken charge.
Positions of all 21 atoms, in Å:
1 C 0.88721 -2.14377 -0.09645  -1.15
2 N 0.64501 -1.36178 -1.28091  -0.46
3 C -1.58244 -0.30407 -0.63398  -1.37
4 C -0.18282 -0.07608 -1.09758  0.42
5 C 0.33558 0.91445 0.05385  -1.80
6 N 1.53163 1.73769 -0.24893  -0.45
7 H 1.63292 -2.95752 -0.08665  0.56
8 H 1.19657 -1.49038 0.86527  0.21
9 H -0.12259 -2.54353 0.24196  0.12
10 H 0.04333 -1.81289 -2.03877  0.30
11 H -2.23810 0.45008 -0.07131  0.54
12 H -1.48131 -1.18725 0.01176  0.20
13 H -2.28878 -0.76010 -1.44584  0.29
14 H 0.18465 0.49907 -2.09557  0.26
15 H -0.51852 1.61796 0.24382  0.78
16 H 0.60492 0.19591 0.87163  -0.02
17 H 1.32832 2.47301 -0.88482  0.24
18 H 2.32490 1.09976 -0.66237  0.28
19 H -1.07093 2.25794 3.39574  0.24
20 H -0.16359 1.46308 2.54187  0.59
21 O -1.06597 1.92842 2.41727  -0.78

The energy relative to the best compared isomer or geometry (same formula, charge and spin) comes out at 2.4721 eV. Its strongest force on any atom is 4.22 eV Å⁻¹. The net charge is -1. Its spin multiplicity is 2. The expectation value of S² is 0.750. As for the lowest unoccupied orbital energy (spin up / spin down): 3.64 / 3.54 eV.

=====

# 2
The following is a DFT calculation (ωB97M-V with the def2-TZVPD basis set) of a 2-piece molecular cluster, C4H14N2O overall.

Each line ends with the Mulliken charge.
Positions of all 21 atoms, in Å:
1 C -1.62323 0.25126 -0.73166  -0.99
2 N -1.21674 1.56577 -0.26757  -0.34
3 C -0.14768 1.60520 0.73943  -0.95
4 C 1.09162 0.73079 0.46153  -0.33
5 C 2.23560 1.47371 -0.22209  -0.61
6 N 2.64594 2.64828 0.54417  -0.51
7 H -2.71504 0.29690 -0.84591  0.33
8 H -1.21016 -0.06890 -1.66815  0.29
9 H -1.60373 -0.43191 0.06820  0.40
10 H -0.87612 2.19002 -0.98685  0.26
11 H -0.54986 1.30673 1.70431  0.27
12 H 0.16733 2.62896 0.88034  0.50
13 H 0.73356 0.03516 -0.30826  0.22
14 H 1.45456 0.08574 1.25813  0.37
15 H 2.16023 1.72945 -1.27670  0.40
16 H 3.03143 0.71637 -0.34421  0.29
17 H 3.37262 2.40912 1.19540  0.20
18 H 2.92019 3.45000 -0.00029  0.19
19 O -2.59423 -6.92284 -0.23549  -0.64
20 H -2.69926 -6.54182 -1.11946  0.32
21 H -2.39200 -6.16302 0.32260  0.32

The energy relative to the best compared isomer or geometry (same formula, charge and spin) comes out at 2.0085 eV. Its strongest force on any atom is 2.57 eV Å⁻¹. As for the lowest unoccupied orbital energy: 0.75 eV. Its SMILES is CNCCCN.O.

=====

# 3
The following is a DFT calculation (ωB97M-V with the def2-TZVPD basis set) of a 2-piece molecular cluster, C4H14N2O overall.

Each line ends with the Mulliken charge.
Positions of all 21 atoms, in Å:
1 N 2.46852 -0.02226 -1.17955  -0.57
2 C 2.26477 0.56292 0.10970  -0.66
3 C 0.88329 0.80001 0.52981  -0.85
4 C -0.04360 -0.38769 0.55648  -0.02
5 C -0.94874 -0.36800 -0.64456  -1.10
6 N -1.89435 -1.41298 -0.57953  -0.75
7 H 3.46390 -0.32894 -1.08568  0.25
8 H 2.51545 0.68153 -1.88721  0.23
9 H 2.74532 1.54064 0.16459  0.33
10 H 2.67477 -0.07105 0.96400  0.39
11 H 0.50993 1.46419 -0.24104  0.36
12 H 0.89566 1.24468 1.52654  0.29
13 H 0.55610 -1.36224 0.61469  0.25
14 H -0.60942 -0.39480 1.50555  0.43
15 H -0.33613 -0.48451 -1.58236  0.37
16 H -1.45057 0.56485 -0.81407  0.43
17 H -2.16259 -1.42192 0.38069  0.25
18 H -1.37280 -2.35390 -0.73730  0.31
19 O -3.14478 0.68293 1.02548  -0.64
20 H -3.95314 1.20543 0.95640  0.29
21 H -3.06160 -0.13887 0.41738  0.40

The energy relative to the best compared isomer or geometry (same formula, charge and spin) comes out at 2.0688 eV. Its strongest force on any atom is 3.41 eV Å⁻¹. As for the lowest unoccupied orbital energy: 1.04 eV. Its SMILES is NCCCCN.O.

=====

strongest force on any atom of number 3 (C4H14N2O)?
3.41 eV Å⁻¹